(1)
Entry from OMol25: one molecule with the formula C4H8O2 (ωB97M-V/def2-TZVPD).

Computed properties:
- DFT total energy (Ha) = -307.64230
- structure (SMILES) = C=C(O)COC
- energy above the lowest of the compared OMol25 structures with the same formula, charge and spin (kJ/mol) = 184.14
- orbital gap (eV) = 9.879
- HOMO (eV) = -8.98
- spin multiplicity = 1

Last column: Mulliken charge in e.
Element x y z (Å)
C -1.232 0.812 -0.760  -1.071
C 0.065 0.564 -0.937  0.696
O 0.636 0.456 -2.170  -0.487
C 1.083 0.323 0.153  -0.422
O 0.501 0.131 1.414  -0.381
C -0.113 -1.132 1.558  -0.759
H -1.645 1.002 0.222  0.319
H -1.910 0.794 -1.610  0.261
H -0.008 0.809 -2.800  0.329
H 1.765 1.176 0.241  0.309
H 1.693 -0.547 -0.149  0.329
H 0.626 -1.945 1.486  0.306
H -0.571 -1.150 2.550  0.229
H -0.890 -1.294 0.801  0.343

(2)
Entry from OMol25: one molecule with the formula C4H8O2 (ωB97M-V/def2-TZVPD).

Computed properties:
- DFT total energy (Ha) = -307.61648
- structure (SMILES) = CCOC(C)=O
- energy above the lowest of the compared OMol25 structures with the same formula, charge and spin (kJ/mol) = 251.92
- orbital gap (eV) = 10.177
- HOMO (eV) = -9.49
- spin multiplicity = 1

Last column: Mulliken charge in e.
Element x y z (Å)
C 1.266 2.012 0.232  -1.144
C 0.785 0.596 0.466  -0.187
O -0.661 0.538 0.203  -0.349
C -1.112 -0.755 0.302  0.623
C -1.507 -1.841 -0.813  -0.932
O -0.523 -1.543 0.998  -0.457
H 1.048 2.336 -0.789  0.300
H 0.786 2.702 0.929  0.299
H 2.352 2.073 0.384  0.359
H 1.269 -0.111 -0.223  0.289
H 1.000 0.255 1.482  0.292
H -2.426 -2.347 -0.520  0.293
H -0.720 -2.633 -0.931  0.280
H -1.558 -1.283 -1.720  0.334

(3)
Entry from OMol25: one molecule with the formula C4H8O2 (ωB97M-V/def2-TZVPD).

Computed properties:
- DFT total energy (Ha) = -307.61854
- structure (SMILES) = COC[C@H]1CO1
- energy above the lowest of the compared OMol25 structures with the same formula, charge and spin (kJ/mol) = 246.51
- orbital gap (eV) = 11.133
- HOMO (eV) = -10.06
- spin multiplicity = 1

Last column: Mulliken charge in e.
Element x y z (Å)
C -2.415 0.195 0.172  -0.681
O -1.255 -0.587 0.065  -0.307
C -0.108 0.221 0.042  -0.530
C 1.085 -0.624 -0.304  0.063
C 2.438 -0.111 -0.110  -0.389
O 1.894 -1.083 0.767  -0.414
H -3.274 -0.460 0.016  0.245
H -2.495 0.672 1.159  0.274
H -2.419 0.991 -0.590  0.307
H 0.064 0.706 1.017  0.303
H -0.243 1.017 -0.712  0.302
H 0.906 -1.366 -1.084  0.339
H 2.579 0.880 0.323  0.227
H 3.243 -0.450 -0.761  0.261

(4)
Entry from OMol25: one molecule with the formula C4H8O2 (ωB97M-V/def2-TZVPD).

Computed properties:
- DFT total energy (Ha) = -307.56572
- energy above the lowest of the compared OMol25 structures with the same formula, charge and spin (kJ/mol) = 385.20
- orbital gap (eV) = 9.354
- HOMO (eV) = -8.69
- spin multiplicity = 1

Last column: Mulliken charge in e.
Element x y z (Å)
C -1.498 -0.680 -0.042  -1.414
C -0.193 0.063 -0.174  0.380
C 1.053 -0.801 -0.075  -0.698
O 2.231 -0.042 -0.186  -0.517
C 0.054 2.281 0.634  -0.267
O -0.068 1.018 0.910  -0.154
H -1.534 -1.235 0.900  0.345
H -1.599 -1.383 -0.872  0.375
H -2.347 0.010 -0.065  0.346
H 1.053 -1.506 -0.910  0.356
H 1.012 -1.372 0.865  0.340
H 2.249 0.584 0.552  0.325
H -0.285 2.406 -0.441  0.171
H -0.129 0.657 -1.095  0.412

(5)
Entry from OMol25: one molecule with the formula C4H8O2 (ωB97M-V/def2-TZVPD).

Computed properties:
- DFT total energy (Ha) = -307.62539
- structure (SMILES) = C[C@H](C=O)CO
- energy above the lowest of the compared OMol25 structures with the same formula, charge and spin (kJ/mol) = 228.53
- orbital gap (eV) = 10.259
- HOMO (eV) = -9.52
- spin multiplicity = 1

Last column: Mulliken charge in e.
Element x y z (Å)
C 1.496 -0.868 0.120  -1.129
C 0.035 -0.326 -0.064  0.410
C -0.063 0.269 -1.417  -0.316
O 0.827 0.949 -1.877  -0.528
C -0.761 1.035 0.505  -0.571
O -2.063 0.717 0.917  -0.507
H 1.905 -1.065 -0.884  0.301
H 1.562 -1.831 0.650  0.337
H 2.200 -0.178 0.582  0.288
H -0.681 -1.136 0.126  0.298
H -1.079 0.207 -1.848  0.450
H -0.173 1.586 1.244  0.346
H -0.960 1.778 -0.292  0.301
H -2.003 0.242 1.750  0.319

(6)
Entry from OMol25: one molecule with the formula C4H8O2 (ωB97M-V/def2-TZVPD).

Computed properties:
- DFT total energy (Ha) = -307.52616
- energy above the lowest of the compared OMol25 structures with the same formula, charge and spin (kJ/mol) = 489.04
- orbital gap (eV) = 7.655
- HOMO (eV) = -7.33
- spin multiplicity = 1

Last column: Mulliken charge in e.
Element x y z (Å)
O -0.496 -0.672 0.694  -0.314
C -1.993 -0.469 1.438  -0.735
C -0.028 0.660 0.436  -0.514
C 1.278 0.609 -0.339  -0.599
C 1.127 -0.077 -1.672  0.194
O 0.246 -0.883 -1.905  -0.541
H -0.570 -1.107 -0.181  0.447
H -1.820 -1.209 2.239  0.200
H -2.587 -1.019 0.681  0.158
H 0.081 1.120 1.417  0.383
H -0.812 1.201 -0.100  0.345
H 1.670 1.622 -0.486  0.357
H 2.036 0.055 0.234  0.273
H 1.868 0.169 -2.455  0.349